This record from the Open Molecules 2025 dataset describes a molecular structure, C37H99F3N9O12PtS. The level of theory is ωB97M-V with the def2-TZVPD basis set.

Net charge: +1
Multiplicity: 3
Orbital gap (spin up / spin down), eV: 7.745 / 6.001
ΔE to the lowest compared entry with this formula, charge and spin, kJ/mol: 0.0
<S²>: 2.004
HOMO energy (spin up / spin down), eV: -10.221 / -10.221

Cartesian coordinates (Å):
O1 4.74538 -2.24249 -2.66963
H1 0.06983 3.19667 -0.26298
H2 6.37743 4.13414 0.14248
C1 -2.24818 -3.27953 -5.03608
O2 4.85932 3.76361 1.35411
C2 2.54482 7.54093 0.38180
C3 3.28114 -5.38005 3.27098
O3 -5.26599 2.01268 -1.26942
H3 -3.71963 0.38502 -7.45539
H4 5.12842 2.51882 3.53011
H5 3.17165 -1.82414 -1.45268
S1 -0.35061 0.67230 0.78455
C4 -2.79658 1.44025 -5.89641
H6 3.16232 0.58832 6.71973
H7 5.05040 4.97723 -0.36052
C5 4.26566 2.14680 3.00611
F1 1.03580 -1.58075 0.83843
O4 -1.76336 1.05392 0.78094
H8 2.67777 -6.57316 5.10723
N1 3.05940 2.82923 3.43038
H9 -0.79350 0.70975 -2.67594
H10 1.71062 1.69555 4.51688
C6 -1.26833 6.31878 -0.18371
C7 1.15289 5.63546 0.12091
H11 -2.14756 6.13413 -0.78945
H12 2.09658 -4.35587 -1.22174
C8 1.32745 0.05393 5.82091
C9 2.33895 -2.98271 -2.99240
H13 -2.32915 1.07607 -7.85216
H14 -1.23411 -2.69493 3.93688
H15 4.71307 -2.87842 -0.00181
C10 -0.34949 -2.08769 4.26326
H16 -3.37208 2.43426 -2.01632
C11 0.01284 -0.62040 6.04871
H17 -1.36520 -1.88344 -3.75119
H18 -0.66871 0.98241 -5.85861
H19 3.69983 -7.42522 2.90999
H20 -3.79263 -0.62401 2.16564
C12 -2.35440 -4.82617 -5.21193
H21 -1.75001 -7.07977 -4.33419
H22 1.95567 4.90517 -0.11202
H23 -4.11472 -2.86471 -5.78741
O5 -0.75381 -0.86019 4.87198
H24 0.92055 2.10088 5.79060
H25 -0.48967 -3.32133 -3.77705
Pt1 -0.94780 1.29851 3.88934
C13 -3.78296 4.40032 2.68572
H26 -4.89377 1.99675 3.06294
C14 -4.88170 -0.39607 -1.34091
H27 -2.89907 -7.22456 -3.04786
H28 4.99398 -0.95447 -4.30144
H29 -6.71833 0.03832 -2.28572
H30 -1.53541 3.67401 -0.30464
O6 0.24407 0.86074 2.15655
H31 5.46614 1.83414 1.22615
C15 -1.55803 1.09083 -5.16889
C16 4.66440 -2.77346 1.07935
H32 2.95205 -4.72410 5.24769
N2 2.48191 -3.29138 -4.39956
F2 -1.09197 -1.86817 1.23574
H33 3.33032 3.73275 3.73400
H34 0.04541 2.34148 -2.56702
H35 3.80788 -6.43688 1.60464
H36 1.78345 0.93154 7.76373
H37 1.80183 -0.51895 4.99138
H38 4.98941 -4.17544 3.09545
H39 -2.72916 2.46509 -6.20749
H40 -1.97283 -3.29110 -2.79665
C17 -4.02438 1.13222 -5.12082
C18 -0.18290 -1.15389 0.46756
N3 -3.55974 -2.63652 -5.00298
H41 3.36264 6.87136 0.35855
N4 1.00006 1.32825 5.12730
H42 1.38119 -2.49687 -2.81171
H43 -5.73027 0.76802 0.26685
H44 -3.74800 3.31444 -0.56232
H45 2.22154 -5.26735 3.09451
H46 -3.96083 1.04511 0.05577
H47 -6.82879 -1.03259 -0.88416
H48 0.32393 -2.48595 5.01732
H49 4.87362 -0.02172 2.73247
H50 0.17644 -1.52093 6.67224
H51 3.17028 -1.01802 -3.05170
O7 -1.22495 2.01518 -4.12531
H52 -4.80261 4.58605 2.99989
H53 -3.39356 -1.51494 -0.44901
H54 5.18943 3.14665 -0.59212
H55 4.29847 -1.78310 1.21755
H56 2.15782 -5.19960 -2.71196
H57 4.34492 -5.87581 5.16713
H58 -6.25164 -1.60900 -2.47120
H59 -0.63069 0.07234 6.63242
H60 -3.04065 -5.09834 -6.03651
H61 0.30653 -1.92040 3.38843
C19 -3.85139 1.89563 2.83889
C20 -4.17108 2.86773 -1.48944
N5 3.93562 -6.47889 2.61116
C21 2.55924 -4.31025 -2.22524
H62 -4.53351 -2.39416 -1.13316
H63 -4.25065 -0.13213 -2.22982
C22 3.92786 -4.06929 2.92419
H64 -3.74767 4.28793 1.61157
C23 5.40068 -1.89410 -3.86292
C24 -4.89292 0.88386 -0.47539
N6 -2.80432 0.58505 -7.09755
H65 -1.68549 -2.85305 -5.86248
F3 -0.34773 -1.46464 -0.81031
O8 -2.81346 -5.34290 -4.02003
H66 -1.64407 6.34023 0.80178
C25 -2.75826 -6.80285 -4.07812
O9 1.48983 6.94359 -0.33217
C26 -0.36534 1.54114 -3.19769
H67 -3.46564 -7.20151 -4.83878
H68 0.52476 1.16711 -3.74546
H69 2.28610 -0.67346 7.57717
H70 6.45769 -1.78888 -3.63760
H71 3.74353 2.11951 0.91681
C27 -1.53083 -2.99469 -3.76649
H72 -1.71601 0.07405 -4.75796
H73 5.30500 -2.70425 -4.58598
C28 -6.28505 -0.77850 -1.78966
C29 3.40530 -1.93028 -2.50108
H74 -0.79714 7.25385 -0.43982
O10 -3.25480 0.83628 3.58967
C30 3.30393 -5.65405 4.82329
H75 -1.22464 3.83007 3.60531
H76 3.21018 0.32592 2.84196
H77 -3.12582 5.24378 2.83640
H78 -0.13697 5.11537 -1.53855
C31 2.17718 0.22561 7.02370
C32 -0.21234 5.19353 -0.45443
C33 -3.86337 -0.43574 3.24401
H79 -3.39860 3.24126 4.38966
H80 -4.11143 1.58093 -4.09490
H81 -1.42903 3.22248 2.15395
H82 -4.59028 3.65749 -2.10141
H83 2.25646 7.81427 1.43158
C34 4.15863 0.66973 3.20578
H84 -4.02053 0.04796 -4.90998
H85 1.08653 5.75335 1.21976
O11 3.80322 -3.80465 1.55713
H86 3.62978 -4.51537 -2.08345
H87 -4.97000 1.37016 -5.52169
H88 -4.87501 -0.43561 3.58269
H89 -3.69963 1.74933 1.80293
H90 4.16292 0.47485 4.29551
H91 2.60486 -2.47870 -5.00604
H92 2.45544 2.96752 2.59909
H93 -3.25155 -1.19503 3.80971
N7 -1.73724 3.08236 3.09606
H94 3.35616 -3.83927 -4.50304
N8 -4.37910 -1.52777 -0.59764
H95 2.86883 8.36483 -0.27520
N9 -0.61553 3.85666 0.10334
C35 5.34234 4.00443 0.03884
H96 3.61089 -3.28473 3.59109
H97 5.74471 -2.76726 1.43570
H98 -1.39897 -5.22526 -5.60141
C36 -3.20669 3.15216 3.31411
C37 4.56618 2.38069 1.53713
O12 0.51713 1.23924 -0.19477
H99 -4.13672 -2.95847 -4.20456